1.
Formula: C12H30F4HgN4O12S4
Source: OMol25
Level of theory: the ωB97M-V functional and the def2-TZVPD basis

XYZ file:
```
67
Properties=species:S:1:pos:R:3:mulliken_charge:R:1
Hg 0.3106 -1.0392 0.1870 2.7240
N 2.2679 -1.4586 1.1563 0.0681
S 3.3166 -0.6711 1.8926 0.7845
O 4.5029 -0.3089 1.1567 -0.6717
O 3.4079 -0.8233 3.3391 -0.7821
F 2.5233 0.7242 1.9521 -0.2680
S 3.2044 -2.8705 1.3340 0.7216
O 2.7966 -3.7344 2.4635 -0.6689
O 4.5373 -2.9767 0.7390 -0.6879
F 2.3578 -3.5804 0.1638 -0.2761
N -1.6508 -1.0876 -0.7836 -0.0008
S -2.4152 -0.0816 -1.9850 0.8229
O -3.7273 0.5083 -1.5616 -0.5638
O -2.2224 -0.4509 -3.3739 -0.6296
F -1.4127 1.1952 -1.9656 -0.2503
S -2.9929 -1.9116 -0.5414 0.6537
O -3.8644 -2.4824 -1.5835 -0.6248
O -3.5909 -1.6701 0.7117 -0.6266
F -2.1600 -3.2720 -0.2631 -0.2977
C -0.4471 4.5794 -2.0378 -0.9017
O 0.1006 3.3043 -1.7316 -0.0171
C 1.5585 3.2300 -1.5280 -1.1865
C 1.8707 1.9640 -0.6654 -0.2205
N 1.2731 0.7546 -1.2621 -0.0211
C 2.2723 0.0279 -2.0507 -0.8830
C 1.5799 -1.0868 -2.7226 -0.8161
O 1.0071 -1.9963 -1.8033 -0.0436
C 0.3701 -3.0414 -2.4825 -1.0227
H -1.4229 4.7411 -1.5798 0.1750
H -0.4488 4.6805 -3.1231 0.2868
H 0.1539 5.3389 -1.5377 0.3510
H 1.8145 4.0470 -0.8533 0.6191
H 2.1194 3.3582 -2.4538 0.2830
H 1.2778 2.1676 0.2262 -0.2450
H 2.9298 1.9454 -0.4083 0.6628
H 0.5740 1.1260 -1.8893 0.0980
H 3.1019 -0.3231 -1.4370 0.2634
H 2.6594 0.7198 -2.7988 0.4844
H 2.2901 -1.5636 -3.3981 0.4267
H 0.7453 -0.7030 -3.3095 0.4690
H 1.1350 -3.6158 -3.0050 0.3624
H -0.3226 -2.7389 -3.2679 0.3389
H -0.1313 -3.6660 -1.7431 0.2149
C -3.4407 3.2492 0.2522 -0.7388
O -2.7152 2.3993 1.1194 -0.4407
C -1.3136 2.4879 1.0418 -0.2728
C -0.7044 1.6479 2.1394 -1.2766
N -0.8086 0.2335 1.8878 0.1066
C -0.4692 -0.5586 3.0812 -0.7123
C -0.9842 -2.0124 2.9642 -1.0283
O -0.4288 -2.5541 1.7461 0.4758
C -0.3757 -3.9779 1.9060 -1.2487
H -3.3400 2.9228 -0.7829 0.2064
H -3.0837 4.2790 0.2656 0.3193
H -4.5146 3.1989 0.4321 0.2755
H -1.0752 3.5458 1.1525 0.7210
H -1.0042 2.3113 0.0116 -0.0155
H -1.2808 1.8949 3.0309 0.5086
H 0.2942 2.0360 2.3404 0.4646
H -1.7171 -0.0097 1.5196 -0.0200
H -1.0061 -0.0994 3.9112 0.5545
H 0.6046 -0.5245 3.2654 0.1710
H -2.0513 -2.1356 2.7791 0.4811
H -0.8355 -2.5128 3.9210 0.4558
H 0.0236 -4.4816 1.0257 0.2034
H -1.3625 -4.3890 2.1188 0.3177
H 0.3396 -4.2091 2.6953 0.3874
```

The value obtained for the energy relative to the best compared isomer or geometry (same formula, charge and spin) is 0.265 eV. Its spin multiplicity is 2. The frontier orbital gap (spin up / spin down) comes out at 0.160 / 0.314 Eh. As for the total charge: -1. The total energy is -101840.367 eV. For the HOMO energy (spin up / spin down), the calculation gives -2.124 / -6.325 eV.


2.
Formula: C12H30FN10O26P
Source: OMol25
Level of theory: the ωB97M-V functional and the def2-TZVPD basis

XYZ file:
```
80
Properties=species:S:1:pos:R:3:mulliken_charge:R:1
O 4.6233 2.7048 -1.2811 -0.3642
C 4.3270 3.8848 -1.0654 0.3939
F 5.1020 4.5637 -0.0616 -0.2231
N 3.3032 4.6753 -1.7617 0.0278
C 1.9368 4.1656 -1.4477 0.4328
O 1.7245 3.0020 -1.0356 -0.4180
O 0.8742 5.0861 -1.7018 -0.2180
C -0.0621 5.1176 -0.6386 0.6142
O 0.1539 4.8379 0.5502 -0.4369
O -1.3872 5.5762 -0.9970 -0.2824
P -2.4122 4.2553 -1.3223 1.0665
O -1.8917 3.2726 -2.3708 -0.6267
O -3.8518 4.9474 -1.9689 -0.5558
O -2.8781 3.5398 0.1509 -0.4104
H 3.4621 4.6065 -2.7860 0.3078
H -4.2101 4.3177 -2.6339 0.3578
H -3.8071 3.2450 -0.0056 0.3323
C 1.5145 0.8530 0.9961 -0.7490
N 0.5659 -0.2448 1.3166 1.0354
O 0.5488 -0.6552 2.4703 -0.5535
O -0.1288 -0.6565 0.3983 -0.5505
H 2.0636 1.1185 1.8980 0.3306
H 2.1921 0.4875 0.2256 0.2171
H 0.9285 1.6982 0.6386 0.2953
C -0.1198 -3.7856 2.4020 -0.6969
N -0.7775 -5.0031 1.8597 0.9547
O -1.7654 -5.4175 2.4470 -0.5241
O -0.2800 -5.5017 0.8623 -0.5529
H -0.6660 -3.4536 3.2832 0.3111
H 0.9041 -4.0528 2.6612 0.3662
H -0.1453 -3.0239 1.6234 0.1451
C -2.8270 -7.3651 -0.3710 -0.7531
N -3.4880 -8.5822 -0.9109 0.8859
O -4.4767 -8.9948 -0.3200 -0.5914
O -2.9942 -9.0814 -1.9066 -0.5119
H -3.3710 -7.0316 0.5109 0.3251
H -1.8033 -7.6332 -0.1134 0.3009
H -2.8526 -6.6045 -1.1506 0.3042
C 6.3676 4.5104 3.2235 -0.6888
N 5.4317 3.4003 3.5408 0.8757
O 5.4172 2.9895 4.6898 -0.5265
O 4.7450 2.9812 2.6240 -0.4932
H 6.9107 4.7805 4.1274 0.3140
H 7.0514 4.1536 2.4541 0.2609
H 5.7723 5.3496 2.8655 0.2575
C -7.5362 -8.4906 -0.9990 -0.3616
N -7.8479 -7.8021 -2.2785 0.8625
O -8.4140 -8.4520 -3.1424 -0.5189
O -7.5125 -6.6314 -2.3704 -0.5250
H -7.8888 -9.5187 -1.0580 0.2873
H -6.4552 -8.4609 -0.8645 0.0190
H -8.0493 -7.9522 -0.2027 0.2682
C -1.5261 0.6381 4.8953 -0.4254
N -2.6800 0.0932 5.6561 0.9464
O -3.6486 0.8204 5.8044 -0.5425
O -2.5725 -1.0479 6.0784 -0.5594
H -1.7590 1.6544 4.5825 0.3062
H -0.6610 0.6275 5.5578 0.3068
H -1.3704 -0.0041 4.0305 -0.0068
C 4.0580 -0.2566 -3.0735 -0.6546
N 4.3242 0.6961 -4.1822 0.8855
O 5.0010 0.2961 -5.1159 -0.5403
O 3.8442 1.8112 -4.0748 -0.4977
H 4.5428 -1.2043 -3.3011 0.3162
H 4.4677 0.1781 -2.1621 0.2171
H 2.9781 -0.3830 -3.0012 0.2847
C -3.4296 -2.1541 1.2838 -0.6469
N -3.6089 -0.7176 1.6187 0.8124
O -4.6312 -0.1750 1.2343 -0.5424
O -2.7148 -0.1850 2.2566 -0.4383
H -4.2958 -2.4935 0.7186 0.2945
H -2.5210 -2.2406 0.6879 0.1908
H -3.3420 -2.7020 2.2220 0.3043
C 4.8104 7.1700 -5.1510 -0.7742
N 4.7638 6.1441 -4.0769 0.8609
O 4.9865 6.5129 -2.9371 -0.4596
O 4.5027 4.9975 -4.4172 -0.5547
H 5.0510 8.1335 -4.7054 0.3085
H 5.5814 6.8688 -5.8594 0.2837
H 3.8285 7.1969 -5.6224 0.3078
```

The frontier orbital gap comes out at 0.374 Eh. As for the total charge: 0. The total energy is -93048.624 eV. For the HOMO energy, the calculation gives -10.882 eV.